1.
Molecular formula: C6H14N2O2S
Method: DFT, ωB97M-V/def2-TZVPD

Calculated values
- Gap between HOMO and LUMO (alpha / beta): 8.43 / 7.04 eV
- DFT total energy: -895.02965 hartree
- Multiplicity: 1
- LUMO (alpha / beta): -1.24 / -1.51 eV
- E_HOMO (alpha / beta): -9.6753 / -8.5480 eV

Geometry as XYZ:
```
25
Properties=species:S:1:pos:R:3:lowdin_charge:R:1
C -0.301 2.443 0.621 -0.210
C 0.961 2.286 -0.224 -0.206
C -0.330 1.393 1.728 -0.202
C 1.018 0.892 -0.838 -0.153
C -0.248 -0.011 1.142 -0.156
C 1.016 -0.174 0.271 -0.493
N -1.497 -1.961 -2.206 -0.202
N -1.797 -3.418 -0.088 -0.204
O 0.268 -3.645 -1.676 -0.212
O 1.187 -1.435 -0.176 -0.110
S -0.864 -2.709 -1.051 0.762
H -0.338 3.446 1.055 0.108
H -1.180 2.323 -0.017 0.113
H 0.986 3.046 -1.006 0.108
H 1.838 2.434 0.411 0.113
H 0.520 1.552 2.396 0.114
H -1.241 1.495 2.319 0.109
H 0.159 0.727 -1.492 0.113
H 1.923 0.774 -1.438 0.115
H -0.232 -0.761 1.936 0.117
H -1.113 -0.215 0.504 0.103
H 1.880 0.038 0.939 0.167
H -2.296 -1.391 -1.994 0.020
H -1.395 -4.006 0.624 0.019
H 1.077 -3.122 -1.741 0.067
```

=====

2.
Molecular formula: C4H10O2
Method: DFT, ωB97M-V/def2-TZVPD

Calculated values
- Gap between HOMO and LUMO: 11.04 eV
- DFT total energy: -308.85486 hartree
- Multiplicity: 1
- LUMO: 1.03 eV
- E_HOMO: -10.0097 eV
- SMILES: CO[C@@H](C)CO

Geometry as XYZ:
```
16
Properties=species:S:1:pos:R:3:lowdin_charge:R:1
C 1.745 1.095 -0.192 -0.096
O 0.591 0.496 0.348 -0.196
C -0.145 -0.328 -0.551 -0.391
C -0.112 -1.758 -0.056 -0.042
C -1.592 0.235 -0.588 -0.217
O -1.620 1.609 -0.316 -0.059
H 2.540 0.355 -0.358 0.092
H 1.545 1.619 -1.139 0.096
H 2.090 1.825 0.543 0.092
H 0.324 -0.260 -1.542 0.143
H 0.925 -2.098 -0.017 0.081
H -0.685 -2.444 -0.692 0.089
H -0.537 -1.792 0.952 0.087
H -2.036 0.071 -1.575 0.123
H -2.222 -0.318 0.131 0.118
H -0.908 1.729 0.336 0.082
```

=====

3.
Molecular formula: C23H52O4OsP4
Method: DFT, ωB97M-V/def2-TZVPD

Calculated values
- Gap between HOMO and LUMO (alpha / beta): 6.52 / 6.39 eV
- DFT total energy: -2662.95014 hartree
- Expectation value of S²: 6.03
- Multiplicity: 5
- Total charge: +4
- LUMO (alpha / beta): -12.23 / -14.65 eV
- E_HOMO (alpha / beta): -18.7498 / -21.0338 eV

Geometry as XYZ:
```
84
Properties=species:S:1:pos:R:3:mulliken_spin:R:1
Os 0.260 0.045 -0.162 1.900
P -1.243 -1.641 -0.156 0.139
P 1.514 -1.184 1.847 0.066
P 1.768 -1.609 -1.078 0.065
H 0.521 2.628 -2.108 -0.028
C 0.242 1.691 -1.598 0.213
C -1.014 1.332 -1.627 0.033
H -1.279 0.243 -1.490 0.045
C -2.820 -0.784 0.184 0.040
C -1.321 -3.003 1.078 0.056
C -1.625 -2.644 -1.637 0.030
C 3.078 -0.350 2.329 0.029
C 0.651 -1.255 3.473 0.011
C 2.208 -2.895 2.023 0.007
C 1.573 -1.769 -2.887 0.049
C 1.943 -3.450 -0.754 -0.004
C 3.559 -1.237 -0.837 0.018
H 1.044 0.958 -1.378 -0.027
H -1.776 2.142 -1.671 0.021
H -2.825 0.256 -0.171 0.006
H -3.014 -0.755 1.264 -0.014
H -3.634 -1.324 -0.318 0.006
H -1.194 -2.649 2.106 -0.006
H -0.564 -3.771 0.886 -0.006
H -2.318 -3.466 0.985 0.006
H -1.741 -2.028 -2.544 -0.005
H -2.567 -3.199 -1.458 0.004
H -0.837 -3.381 -1.811 0.001
H 3.519 -0.984 3.118 0.002
H 2.850 0.639 2.733 -0.003
H 3.792 -0.278 1.505 -0.002
H 1.232 -1.966 4.075 0.002
H -0.370 -1.637 3.398 -0.003
H 0.682 -0.274 3.954 -0.002
H 3.135 -3.003 1.448 0.000
H 1.468 -3.664 1.767 0.000
H 2.481 -2.992 3.080 0.000
H 2.041 -2.682 -3.260 0.007
H 2.016 -0.916 -3.388 -0.003
H 0.529 -1.818 -3.175 -0.011
H 2.020 -4.025 -1.681 0.001
H 1.128 -3.880 -0.169 -0.002
H 2.878 -3.661 -0.226 -0.001
H 4.069 -1.371 -1.800 -0.003
H 4.044 -1.900 -0.105 0.001
H 3.718 -0.196 -0.520 0.013
C -1.228 0.341 -5.259 0.281
C -0.061 0.982 -4.903 0.082
C 1.060 0.963 -5.715 0.116
C 1.023 0.175 -6.868 0.268
C -0.124 -0.574 -7.188 0.047
C -1.296 -0.525 -6.347 0.068
O -2.297 0.716 -4.460 0.140
H -2.238 1.637 -4.251 -0.002
H -0.114 1.797 -4.157 -0.004
H 1.934 1.560 -5.428 -0.001
H 1.878 0.171 -7.583 0.001
H -0.110 -1.134 -8.154 0.005
H -2.245 -0.940 -6.659 -0.002
C -3.389 0.586 4.107 0.001
C -2.728 1.364 3.024 0.002
O -1.326 0.706 2.822 0.012
P -0.217 1.285 1.777 0.247
O 0.921 1.856 2.773 -0.015
C 0.705 2.843 3.972 0.002
C 0.492 2.110 5.269 0.000
O -0.990 2.571 1.265 0.080
C -0.257 3.826 0.807 0.023
C -1.343 4.849 0.885 0.002
H -3.566 -0.450 3.806 0.000
H -4.353 1.054 4.309 0.000
H -2.815 0.596 5.035 0.000
H -3.238 1.280 2.060 0.001
H -2.573 2.423 3.282 0.001
H 1.627 3.444 3.996 0.000
H -0.138 3.490 3.706 -0.001
H 1.407 1.570 5.567 0.000
H 0.266 2.854 6.055 0.000
H -0.361 1.411 5.210 0.000
H 0.589 3.995 1.503 0.002
H 0.110 3.622 -0.211 -0.006
H -1.787 4.837 1.882 0.000
H -0.910 5.819 0.651 0.001
H -2.130 4.600 0.175 0.000
```

=====

4.
Molecular formula: C12H14CaIN3O3
Method: DFT, ωB97M-V/def2-TZVPD

Calculated values
- Gap between HOMO and LUMO: 6.38 eV
- DFT total energy: -1830.95152 hartree
- Multiplicity: 1
- LUMO: -1.28 eV
- E_HOMO: -7.6676 eV

Geometry as XYZ:
```
34
Properties=species:S:1:pos:R:3:lowdin_charge:R:1
C 0.085 2.003 3.383 -0.308
C -0.012 -1.872 4.051 0.031
H 1.009 2.398 3.835 0.070
H -0.588 1.566 4.139 0.031
H -0.460 2.816 2.870 0.056
H -0.040 -1.673 2.953 0.089
H 0.924 -2.336 4.323 0.092
H -0.891 -2.425 4.388 0.097
C 0.023 2.677 -1.002 -0.095
C 0.053 3.506 -2.126 -0.031
C -0.062 2.902 -3.391 -0.033
C -0.191 1.514 -3.478 -0.001
H 0.049 3.088 0.014 0.125
H 0.163 4.582 -2.002 0.113
H -0.056 3.538 -4.281 0.117
H -0.311 1.024 -4.435 0.101
N -0.025 1.332 -1.124 -0.046
C -0.184 0.713 -2.320 -0.191
C -0.293 -0.796 -2.280 -0.187
N -0.137 -1.390 -1.057 0.015
C -0.330 -2.722 -0.964 -0.108
C -0.703 -2.959 -3.315 -0.038
C -0.610 -3.550 -2.054 -0.043
H -0.246 -3.169 0.026 0.114
H -0.744 -4.625 -1.910 0.114
C -0.556 -1.569 -3.428 0.003
H -0.632 -1.061 -4.391 0.108
H -0.874 -3.572 -4.193 0.113
Ca 1.159 0.151 0.532 0.937
I 4.020 -0.507 0.192 -0.317
O -1.075 0.034 4.907 0.003
N 0.023 -0.573 4.748 -0.393
O 1.153 -0.095 4.989 0.056
O 0.359 1.049 2.402 -0.597
```

=====

5.
Molecular formula: C11H17NS
Method: DFT, ωB97M-V/def2-TZVPD

Calculated values
- Gap between HOMO and LUMO: 8.80 eV
- DFT total energy: -882.09927 hartree
- Multiplicity: 1
- LUMO: 0.64 eV
- E_HOMO: -8.1650 eV
- SMILES: CC(C)(CN)SCc1ccccc1

Geometry as XYZ:
```
30
Properties=species:S:1:pos:R:3:lowdin_charge:R:1
C -2.840 -0.584 1.122 -0.144
C -2.245 -0.479 -0.346 -0.786
C -2.990 -1.661 -1.170 -0.130
C -2.606 1.052 -0.581 -0.308
C 0.698 0.069 0.746 -0.357
C 2.164 -0.083 0.299 -0.273
C 3.057 -1.138 0.844 -0.016
C 4.338 -1.096 0.334 -0.146
C 4.827 -0.163 -0.572 -0.097
C 3.986 0.980 -0.970 -0.099
C 2.770 1.103 -0.293 -0.075
H -2.786 -1.596 1.621 0.092
H -2.373 0.081 1.754 0.009
H -3.968 -0.255 1.236 0.114
H -3.182 -1.315 -2.306 0.104
H -4.075 -1.654 -0.622 0.106
H -2.482 -2.677 -1.091 0.070
H -2.450 1.187 -1.606 0.078
H -3.730 0.990 -0.589 0.112
H -2.933 2.283 1.066 0.178
H -2.097 2.823 0.012 -0.008
H 0.685 -0.279 1.820 0.087
H 0.185 1.142 0.495 0.079
H 2.611 -1.745 1.576 0.088
H 5.087 -1.823 0.560 0.087
H 5.874 -0.268 -1.136 0.136
H 4.576 1.754 -1.468 0.090
H 2.333 2.182 -0.531 0.144
N -1.979 1.980 0.414 0.012
S -0.455 -0.808 -0.618 0.850
```

=====

Taking the records one at a time from the top gives energy relative to the best compared isomer or geometry (same formula, charge and spin) values of 102.13 27.17 95.97 0.00 112.45 kcal/mol.